# 1
C4H8O3 | ωB97M-V/def2-TZVPD

Each line ends with the Mulliken charge.
Atoms and positions in Å:
C -1.40678 -0.16285 2.19702  -0.63
O -0.54129 -0.58957 1.14232  -0.31
C 0.11894 0.39369 0.50132  0.46
O -0.04231 1.56738 0.71719  -0.55
C 0.99058 -0.21384 -0.59939  0.41
C 0.15009 -0.16718 -1.86370  -1.32
O 2.14980 0.54308 -0.84535  -0.50
H -0.82946 0.36290 2.96165  0.29
H -1.84363 -1.07342 2.60919  0.22
H -2.18977 0.50172 1.82239  0.29
H 1.23882 -1.24225 -0.29811  0.23
H -0.66566 -0.89568 -1.85167  0.32
H 0.84674 -0.32637 -2.71903  0.36
H -0.25265 0.84626 -1.96383  0.39
H 2.27658 0.45613 -1.81000  0.33

Properties
* frontier orbital gap: 11.16 eV
* lowest unoccupied orbital energy: 0.83 eV
* energy relative to the best compared isomer or geometry (same formula, charge and spin): 1.108 eV
* SMILES: COC(=O)[C@@H](C)O

=====

# 2
C3H3ClFNO | ωB97M-V/def2-TZVPD

Each line ends with the Mulliken charge.
Atoms and positions in Å:
C 0.24807 -0.43376 0.17164  1.06
C -0.55776 -1.16737 -0.73168  -0.72
C -0.87976 0.54103 0.17498  0.08
H -0.74127 -1.94894 -0.00684  0.26
H 0.06986 -1.28690 -1.54962  0.33
H -2.57125 -0.30241 -0.88582  0.13
N -1.66752 -0.27379 -0.65107  -0.13
O -0.94043 1.71813 0.64043  -0.60
F 0.46347 -1.08605 1.40039  -0.26
Cl 1.49436 0.46146 -0.49511  -0.15

Properties
* frontier orbital gap: 11.16 eV
* lowest unoccupied orbital energy: 0.78 eV
* energy relative to the best compared isomer or geometry (same formula, charge and spin): 2.183 eV

=====

# 3
C6H6N | ωB97M-V/def2-TZVPD

Each line ends with the Mulliken charge.
Atoms and positions in Å:
C -0.45959 -1.18822 -0.04333  0.20
C 0.93189 -1.14358 -0.03025  -0.40
C -2.28238 0.80345 -0.49020  -0.21
C 2.49328 0.88970 0.50386  -0.54
C -1.43086 -0.25197 0.23462  0.17
C 1.72601 -0.08938 0.24721  0.26
N -2.41927 0.24588 0.82348  -0.32
H -0.89793 -2.13829 -0.35357  0.39
H 1.44192 -2.06702 -0.28781  0.41
H -1.89240 1.80913 -0.59448  0.24
H -2.93307 0.44872 -1.27792  0.24
H 2.85452 1.09585 1.50541  0.28
H 2.86787 1.58573 -0.23702  0.29

Properties
* frontier orbital gap (alpha / beta): 7.56 / 7.56 eV
* lowest unoccupied orbital energy (alpha / beta): -7.02 / -7.02 eV
* energy relative to the best compared isomer or geometry (same formula, charge and spin): 3.018 eV
* net charge: +1

=====

# 4
C21H71ClFN3O17P | ωB97M-V/def2-TZVPD

Each line ends with the Mulliken charge.
Atoms and positions in Å:
C -0.50171 -5.79170 1.22963  -1.69
C 0.27071 -4.58668 0.68970  0.31
C 0.60748 -4.56095 -0.81443  -0.35
Cl 0.38140 -6.10537 -1.64903  -0.12
N -0.02340 -3.42844 -1.56535  0.48
C 0.65633 -2.12249 -1.27661  -1.41
C -0.26184 -1.09842 -0.62802  0.54
P 0.59003 0.50260 -0.59009  0.39
O 1.88635 0.40434 0.08815  -0.63
O -0.46702 1.47045 0.10868  -0.17
O 0.66554 1.02306 -2.07764  -0.44
C -1.60707 -0.94867 -1.34410  -1.12
N -1.86543 -2.17894 -2.10674  0.49
F -3.21798 -2.28981 -2.32705  -0.22
C -1.35382 -3.37125 -1.62641  -1.05
N -2.19042 -4.39124 -1.33038  0.02
H 0.17066 -6.58702 1.52146  0.33
H -0.99591 -5.48609 2.14962  0.41
H -1.27501 -6.15830 0.57058  0.45
H 1.21477 -4.55975 1.22431  0.35
H -0.25901 -3.67098 0.94855  -0.05
H 1.67039 -4.38845 -0.91678  0.79
H 1.13386 -1.74459 -2.17674  0.36
H 1.46202 -2.34059 -0.58307  0.67
H -0.42384 -1.33939 0.42156  0.30
H -0.81479 1.00538 0.87918  0.27
H 1.59358 1.11672 -2.33219  0.44
H -1.57431 -0.11426 -2.03936  0.60
H -2.39948 -0.75651 -0.63212  0.49
H -2.23052 -5.22164 -1.89610  0.27
H -2.73962 -4.38148 -0.49138  0.21
C 3.97692 -0.85362 2.40536  -0.29
O 3.52664 -2.18905 2.67999  -0.46
H 3.50060 -0.53757 1.48269  -0.13
H 3.68937 -0.17452 3.20778  0.31
H 5.06117 -0.83818 2.27324  0.32
H 3.95133 -2.46938 3.49405  0.28
C 2.01494 2.86561 4.14496  -0.55
O 3.13328 2.19979 3.56461  -0.54
H 1.92699 2.54100 5.17830  0.39
H 2.14168 3.94932 4.11794  0.25
H 1.09571 2.60307 3.61273  0.19
H 3.19079 2.48389 2.64979  0.26
C 2.41797 4.16564 0.16434  -0.50
O 1.67897 4.10938 -1.05992  -0.41
H 2.85530 5.15750 0.23110  0.36
H 1.76502 4.00736 1.02626  0.08
H 3.21728 3.42161 0.17254  0.29
H 1.27926 3.24278 -1.13866  0.21
C -1.04858 5.45111 2.03480  -0.47
O -0.68639 5.47371 3.41679  -0.51
H -0.63917 4.54190 1.59981  -0.10
H -2.13333 5.44482 1.91715  0.41
H -0.63080 6.31274 1.50949  0.31
H -1.04040 6.28437 3.79424  0.28
C -2.51798 4.68259 -1.26404  0.02
O -2.43125 3.35959 -1.81458  -0.47
H -3.43531 5.12754 -1.63456  0.32
H -2.54876 4.64563 -0.17410  -0.10
H -1.67230 5.29248 -1.59009  0.02
H -1.61623 2.95785 -1.50685  0.21
C -6.02911 5.81549 -3.72411  -0.61
O -4.61599 5.67341 -3.61375  -0.40
H -6.28453 6.80593 -3.35759  0.22
H -6.35627 5.73091 -4.76312  0.27
H -6.55518 5.07010 -3.12016  0.26
H -4.38089 4.80240 -3.94237  0.26
C 2.05538 6.70996 -3.42337  -0.59
O 0.81126 6.43921 -2.78436  -0.42
H 1.86853 7.43517 -4.21073  0.19
H 2.77613 7.13283 -2.71928  0.29
H 2.47547 5.80522 -3.86942  0.27
H 0.96964 5.79107 -2.09278  0.24
C -1.69525 -9.50560 0.99218  -0.55
O -1.98866 -8.49721 1.95729  -0.48
H -0.84864 -9.15499 0.40627  0.19
H -1.42281 -10.44728 1.47282  0.30
H -2.54247 -9.67563 0.32290  0.27
H -2.73220 -8.80084 2.48267  0.28
C -5.02605 1.22734 0.71958  -0.68
O -3.92509 0.63601 0.01797  -0.44
H -5.05178 0.78929 1.71307  0.28
H -4.89341 2.30649 0.80786  0.22
H -5.96876 1.01604 0.21353  0.29
H -3.90998 1.02789 -0.86106  0.24
C -1.16068 8.00302 -5.29461  -0.56
O -1.32950 6.63142 -4.97282  -0.47
H -1.73572 8.20079 -6.19601  0.27
H -1.53112 8.64962 -4.49422  0.25
H -0.11101 8.24304 -5.49185  0.22
H -0.82251 6.45382 -4.17465  0.31
C 0.51861 5.58773 6.12682  -0.42
O -0.75678 5.08226 5.74273  -0.62
H 0.46961 5.88531 7.17047  0.28
H 1.28483 4.81819 6.01873  0.08
H 0.79021 6.46022 5.52560  0.24
H -0.69877 4.81718 4.81890  0.50
C 3.66378 -5.73773 3.07215  -0.49
O 2.37278 -5.14421 3.24896  -0.47
H 3.52136 -6.75038 2.70700  0.13
H 4.25206 -5.17552 2.34202  0.29
H 4.20467 -5.77748 4.02048  0.31
H 2.50321 -4.24799 3.56734  0.22
C -0.27504 -4.01611 -5.65577  -0.57
O -1.19606 -4.72707 -4.82877  -0.53
H -0.36202 -4.42586 -6.65694  0.26
H -0.51379 -2.94972 -5.68930  0.25
H 0.75294 -4.14956 -5.30802  0.26
H -1.11408 -4.38625 -3.93807  0.45
C 5.58135 -9.60802 2.60208  -0.54
O 4.73724 -8.77822 1.80416  -0.45
H 5.82735 -9.04938 3.50089  0.21
H 5.07279 -10.53100 2.88908  0.27
H 6.50615 -9.85394 2.07574  0.26
H 4.51568 -9.26522 1.00798  0.27

Properties
* frontier orbital gap: 7.10 eV
* lowest unoccupied orbital energy: -3.93 eV
* net charge: +1